The molecule C5H10O, computed with wB97M-V/def2-TZVPD.

Structure (SMILES) ... CC[C@H]1C[C@H]1O
Energy relative to the best compared isomer or geometry (same formula, charge and spin) ... 66.1 kcal/mol
Total charge ... 0
HOMO ... -0.3439 hartree
Gap between HOMO and LUMO ... 10.30 eV

Each line ends with the Mulliken charge.
Positions of all 16 atoms, in Å:
C -1.537 0.537 -0.028  -1.119
C -1.053 -0.911 0.167  -0.566
C 0.364 -0.752 0.681  -0.052
C 1.524 -0.830 -0.264  -0.791
C 1.089 0.542 0.150  0.049
O 0.744 1.493 -1.058  -0.642
H -1.536 1.072 0.938  0.304
H -2.540 0.587 -0.431  0.399
H -0.821 1.082 -0.740  0.343
H -1.684 -1.529 0.831  0.327
H -1.041 -1.437 -0.795  0.252
H 0.549 -1.099 1.717  0.355
H 2.486 -1.217 0.063  0.265
H 1.259 -1.096 -1.286  0.241
H 1.634 1.123 0.879  0.302
H 0.564 2.437 -0.824  0.332

Atoms 1-3, force components in eV/Å:
-0.4482 0.2944 -0.4561
-0.0389 0.2815 -0.2961
-0.0596 0.7232 -0.4409